Below is C11H9F10ILuO4S as an isolated structure in a non-equilibrium geometry, with properties calculated with ωB97M-V/def2-TZVPD.

* molecular weight: 729.11 u
* charge: +3
* E: -99426.716 eV

Structure (XYZ):
```
37
Properties=species:S:1:pos:R:3:forces:R:3:mulliken_charge:R:1
C 3.727730 -2.362600 0.784795 0.72 0.33 -0.02 -1.111
C 2.780318 -0.984430 0.762487 1.33 -1.85 -0.94 0.580
F 3.730660 0.138230 1.045896 -2.85 -1.94 -0.55 -0.320
C 2.105171 -0.933748 -0.730479 1.01 0.01 0.25 -0.893
C 1.366302 0.497285 -1.099438 3.03 -0.64 -0.22 -0.144
I -0.027410 0.160425 -2.748018 -0.02 0.15 1.01 0.377
O 2.486185 1.210748 -1.797877 -0.56 2.64 0.83 -0.277
C 2.375726 2.676723 -1.746041 2.07 4.07 -1.56 0.337
O 3.101930 3.655996 -2.290584 -5.07 -7.91 3.84 -0.441
C 1.014539 2.928697 -0.841497 1.47 1.28 -0.98 -0.713
C 1.021164 1.548064 0.099718 0.84 2.32 -2.07 -0.137
S -0.642486 1.588062 0.932937 -1.42 7.27 -3.54 1.321
O -0.366105 1.915432 2.452927 -0.04 -2.18 2.77 -0.384
O -1.391733 2.856931 0.390120 2.35 -6.20 2.35 -0.481
C -1.645468 0.011222 0.856712 -0.77 -4.40 0.63 0.371
F -0.891600 -1.178462 0.336264 -2.52 4.68 1.93 -0.188
F -1.957762 -0.345381 2.292687 1.16 1.13 -2.81 -0.301
C -3.103492 0.242491 0.137909 -2.53 3.37 -0.79 0.591
F -3.013586 0.923509 -1.204471 0.11 -2.84 4.94 -0.175
F -3.827828 1.241742 1.011368 2.75 -3.21 -2.41 -0.258
C -4.073818 -1.071632 0.072468 -4.12 -0.83 -0.22 0.355
F -5.387937 -0.586929 -0.495245 4.89 -1.29 2.04 -0.221
F -4.409672 -1.679334 1.383592 1.68 2.47 -4.09 -0.214
C -3.578827 -2.279446 -0.911260 -0.85 -3.93 -2.24 0.672
F -2.736332 -1.870756 -2.055848 -2.68 -1.11 4.35 -0.176
F -4.793229 -2.948095 -1.507438 4.71 2.70 2.42 -0.195
F -2.888326 -3.314705 -0.103326 -1.99 3.85 -2.84 -0.203
H 3.135480 -3.324473 0.478838 0.95 1.96 0.63 0.347
H 4.638495 -2.227839 0.025399 -2.19 -0.11 1.58 0.350
H 4.227592 -2.522903 1.841068 -1.26 0.44 -2.07 0.336
H 1.930163 -1.099945 1.558926 1.66 0.77 -0.96 -0.082
H 1.412823 -1.870278 -0.845465 1.12 1.94 0.38 0.428
H 2.996763 -1.081635 -1.505104 -2.08 0.57 1.52 0.511
H 0.196553 3.026861 -1.673302 1.11 -0.45 1.95 0.356
H 1.155113 3.960517 -0.286546 -0.46 -2.33 -0.94 0.473
H 1.820843 1.836244 0.903603 -1.31 -1.45 -1.20 0.461
Lu -0.487937 1.263414 4.474225 -0.27 0.70 -2.98 2.047
```
Positions in Å, forces in eV/Å.

***

Below is C11H9F6N2O8ReS3 as an isolated structure in a non-equilibrium geometry, with properties calculated with ωB97M-V/def2-TZVPD.

* expectation value of S²: 0.789
* molecular weight: 693.60 u
* charge: +1
* spin multiplicity: 2
* E: -81842.880 eV

Structure (XYZ):
```
40
Properties=species:S:1:pos:R:3:forces:R:3:mulliken_charge:R:1
Re -0.249742 0.160642 -0.221426 -0.26 -0.01 0.11 1.777
F 2.243730 -3.314217 1.220416 0.00 -0.02 -0.03 -0.212
C 2.470477 -2.693117 0.080477 0.11 0.03 0.21 0.709
F 1.404241 -2.799807 -0.707228 -0.02 0.00 -0.02 -0.143
F 3.512187 -3.204005 -0.530254 -0.02 -0.07 0.00 -0.189
S 2.860120 -0.871031 0.411311 -0.18 0.53 -0.65 1.129
O 1.915736 -0.055638 -0.411533 0.38 -0.73 0.04 -0.818
O 4.230792 -0.744074 0.104975 -0.06 0.25 0.35 -0.570
N 2.485268 -0.617392 1.947379 0.04 -0.10 0.12 -0.482
S 0.996461 -0.285680 2.191399 -0.44 -0.16 -0.88 1.118
O 0.065321 -1.179260 1.391656 0.59 -0.06 0.43 -0.680
O 0.539476 1.079068 1.824171 0.09 -0.54 -0.19 -0.668
C 0.756581 -0.742840 3.986990 -0.07 0.34 0.03 0.618
F -0.503934 -0.510966 4.269973 -0.03 -0.01 0.02 -0.156
F 1.048024 -2.013667 4.094217 0.00 -0.01 0.02 -0.155
F 1.556889 0.006556 4.704384 0.01 -0.04 0.05 -0.157
C 0.643315 -0.267018 -5.261527 -0.03 0.01 0.06 -1.646
C -0.299562 -0.472381 -4.109214 0.04 0.04 -0.20 0.646
C -1.569704 0.124880 -4.122217 0.09 -0.05 -0.02 -0.379
C -2.477363 -0.052378 -3.094426 -0.06 -0.27 0.11 -0.796
C -2.106791 -0.857883 -2.026318 -0.35 -0.45 -0.95 -0.120
C -0.850948 -1.491583 -1.976326 0.43 0.78 0.41 -1.483
C 0.046256 -1.274506 -3.036636 -0.01 -0.07 -0.09 -0.409
S -3.008322 -0.890666 -0.527398 0.12 0.19 0.99 1.311
O -2.493648 -1.970230 0.252046 -0.36 -0.05 -0.14 -0.568
O -4.385759 -0.550401 -0.552328 0.03 0.02 -0.60 -0.697
N -2.101230 0.456885 -0.043606 -0.34 0.47 1.41 0.017
C -2.547555 1.817600 -0.273082 0.39 -0.42 -0.03 -0.455
C -1.630938 2.319105 -1.417857 0.53 0.16 -0.47 0.572
O -1.825781 3.244321 -2.120897 -0.08 -0.11 0.09 -0.497
O -0.463461 1.546153 -1.478717 -0.20 0.80 -0.09 -0.572
H 0.548609 0.737683 -5.670276 0.01 0.00 0.01 0.418
H 0.415708 -0.972340 -6.062902 -0.01 0.00 0.00 0.360
H 1.677213 -0.424780 -4.960687 0.00 0.00 0.00 0.384
H -1.841751 0.758151 -4.957951 0.01 0.00 0.00 0.485
H -3.445899 0.431564 -3.113059 -0.01 -0.03 0.01 0.531
H -0.625516 -2.185710 -1.176146 -0.22 -0.34 -0.18 1.598
H 1.009712 -1.769047 -3.023288 -0.01 0.03 0.02 0.541
H -2.294222 2.471443 0.565848 -0.11 -0.13 0.12 0.251
H -3.607788 1.900268 -0.497144 0.00 0.01 -0.09 0.386
```
Positions in Å, forces in eV/Å.

***

Below is C11H9GaNO4S as an isolated structure in a non-equilibrium geometry, with properties calculated with ωB97M-V/def2-TZVPD.

* molecular weight: 320.99 u
* charge: +3
* E: -84410.292 eV

Structure (XYZ):
```
27
Properties=species:S:1:pos:R:3:forces:R:3:mulliken_charge:R:1
Ga -0.294687 0.700855 -1.476553 -0.15 1.28 1.89 0.426
O -0.306666 3.889155 -1.195817 0.02 -3.92 -0.34 -0.080
C -0.303501 2.752101 -1.322290 0.00 6.21 0.26 0.385
C -0.296544 -1.266997 -1.298701 0.07 -6.87 0.71 0.446
O -0.293806 -2.406310 -1.195144 -0.03 4.09 -0.30 -0.088
C 1.716111 0.737041 -1.449576 6.01 0.02 0.01 0.277
O 2.856627 0.747572 -1.418358 -3.77 0.02 0.04 -0.068
C -2.315067 0.729990 -1.450180 -5.95 -0.01 -0.11 0.313
O -3.456056 0.735884 -1.417856 3.75 0.02 0.04 -0.067
C -0.301309 1.434287 -3.656480 0.01 -1.39 -1.75 -0.565
H -1.245493 2.002730 -3.793145 0.54 -0.38 0.30 0.433
H 0.640546 2.006164 -3.793572 -0.54 -0.38 0.28 0.435
C -0.298748 0.045085 -3.654873 -0.02 1.29 -1.47 -0.585
H 0.644873 -0.523368 -3.795703 -0.52 0.41 0.24 0.454
H -1.240633 -0.526738 -3.795304 0.53 0.42 0.24 0.451
S -0.382972 1.285229 0.907442 0.03 -1.41 -0.48 -0.165
C 0.133745 -0.104903 1.921938 -0.69 0.48 0.22 0.477
N -0.752005 -1.135423 2.170563 1.50 0.67 0.35 -0.001
C -0.479038 -2.035113 3.164811 -0.24 0.79 -0.95 -0.344
C 0.668040 -1.889177 3.894475 0.61 -0.30 0.71 -0.508
C 1.570554 -0.847953 3.660519 -0.25 -0.57 0.24 -0.348
C 1.302808 0.058688 2.669809 -1.09 0.13 -1.21 -0.410
H -1.617845 -1.182748 1.630027 0.22 0.00 0.51 0.273
H -1.208619 -2.805883 3.313081 -0.18 -0.31 0.13 0.489
H 0.875769 -2.598192 4.688950 -0.11 0.02 -0.08 0.430
H 2.462988 -0.721897 4.245729 0.19 -0.18 0.32 0.482
H 1.920925 0.919909 2.446215 0.06 -0.13 0.18 0.460
```
Positions in Å, forces in eV/Å.

***

Below is C12H10AuCl3GeN3O as an isolated structure, with properties calculated with ωB97M-V/def2-TZVPD.

* expectation value of S²: 3.775
* molecular weight: 588.17 u
* charge: +2
* spin multiplicity: 4
* E: -116883.352 eV

Structure (XYZ):
```
31
Properties=species:S:1:pos:R:3:forces:R:3:mulliken_charge:R:1
Au -0.026502 -0.849151 -0.024155 -0.01 0.58 -0.35 1.039
O -1.262127 3.135455 0.140478 0.03 0.20 0.07 -0.447
C -1.267270 1.943097 0.083586 0.02 0.06 -0.12 0.168
N -0.017987 1.241335 0.074253 -0.02 -0.08 0.33 -0.125
C 1.211158 1.935678 0.209992 0.00 -0.06 -0.15 -0.257
C 2.391712 1.015365 0.044112 -0.12 -0.10 0.05 0.469
C 3.675261 1.513453 0.037525 0.12 0.08 -0.03 -0.747
C 4.734122 0.632112 -0.124345 0.07 0.02 0.00 -0.249
C 4.475902 -0.720203 -0.277015 0.04 -0.02 0.01 -0.873
C 3.166718 -1.153440 -0.250678 -0.14 0.15 0.00 -0.007
N 2.145448 -0.298280 -0.089825 0.02 -0.10 -0.04 -0.388
C -2.457816 1.068578 0.000363 0.02 -0.30 -0.01 0.730
C -3.721851 1.615712 0.031841 0.05 0.05 -0.01 -0.544
C -4.809838 0.757946 -0.079404 -0.07 -0.02 0.00 -0.259
C -4.584072 -0.598468 -0.219773 -0.03 -0.01 -0.01 -0.833
C -3.279194 -1.076101 -0.232076 0.15 0.17 -0.02 -0.007
N -2.235509 -0.255117 -0.121532 -0.07 -0.09 0.00 -0.390
H 1.218210 2.430147 1.196761 -0.02 -0.01 0.02 0.422
H 1.228635 2.771492 -0.503661 0.01 0.04 -0.01 0.494
H 3.845785 2.576669 0.148839 0.01 -0.01 0.01 0.412
H 5.751095 1.000685 -0.131638 0.00 0.00 -0.01 0.462
H 5.274029 -1.436298 -0.410298 0.00 0.00 0.00 0.412
H 2.920277 -2.200020 -0.354872 -0.02 0.00 -0.02 0.461
H -3.835278 2.686259 0.136199 -0.02 0.00 -0.01 0.450
H -5.818043 1.148464 -0.060103 0.00 0.01 0.00 0.480
H -5.404558 -1.295151 -0.320137 0.00 -0.01 0.01 0.411
H -3.069988 -2.130649 -0.333681 0.00 -0.02 -0.01 0.473
Cl -0.021172 -4.045338 -1.672078 0.00 0.17 -0.05 -0.139
Ge -0.059871 -3.401102 0.343171 -0.01 -0.80 0.40 0.668
Cl 1.650855 -4.011287 1.415572 -0.04 0.06 -0.03 -0.141
Cl -1.818119 -4.001856 1.342565 0.03 0.05 -0.02 -0.145
```
Positions in Å, forces in eV/Å.